This record from OMol25 describes a molecular structure, C16H18BFN6V in a non-equilibrium geometry. The level of theory is ωB97M-V/def2-TZVPD.

The geometry in XYZ format:
```
43
Properties=species:S:1:pos:R:3:forces:R:3:nbo_charge:R:1
C 2.757 -1.077 0.227 0.2 0.5 -1.0 0.003
N 1.473 -0.762 -0.043 -0.9 0.4 -0.1 -0.404
N 1.457 0.077 -1.162 0.7 -1.2 0.8 -0.298
C 2.742 0.189 -1.604 -1.2 -0.4 0.7 0.095
C 3.583 -0.518 -0.757 -0.3 -0.2 0.6 -0.305
B 0.185 0.355 -2.043 0.0 1.9 -1.9 0.553
N -0.838 -0.841 -1.876 -0.1 -1.7 0.7 -0.276
N -1.112 -1.608 -0.711 -0.9 0.5 -1.9 -0.401
C -1.812 -2.722 -1.116 0.4 0.5 -0.9 0.000
C -1.917 -2.715 -2.504 -0.1 -0.2 0.7 -0.294
C -1.291 -1.552 -2.938 0.4 0.5 1.5 0.117
V -0.133 -1.759 0.916 4.1 7.1 -4.4 1.287
N -0.424 1.842 -2.225 -0.2 0.0 1.2 -0.383
N -1.001 2.669 -1.257 0.0 -0.2 -0.2 -0.341
C -1.376 3.808 -1.876 0.8 -1.4 -0.5 -0.029
C -1.038 3.752 -3.253 0.4 -1.1 0.4 -0.338
C -0.449 2.503 -3.424 -0.2 0.5 0.4 -0.020
H -1.864 4.646 -1.377 0.2 -0.5 0.1 0.224
H -0.036 2.039 -4.305 0.0 0.1 -0.1 0.220
H -1.182 4.503 -4.008 0.0 0.0 0.0 0.247
H 0.635 0.204 -3.169 -0.4 -0.2 0.4 -0.030
H -1.057 -1.228 -3.939 -0.2 0.2 0.0 0.272
H 2.956 0.700 -2.532 0.0 0.1 0.2 0.266
H -2.345 -3.481 -3.124 -0.1 0.0 0.0 0.277
H 4.644 -0.630 -0.849 0.2 0.0 0.0 0.271
H -2.146 -3.469 -0.392 0.0 0.4 -0.6 0.225
H 3.012 -1.707 1.072 0.0 0.1 -0.1 0.227
H -1.789 -1.840 1.713 0.0 -0.4 0.2 0.280
C -1.330 -2.827 2.031 -1.3 -1.7 2.0 -0.722
H -1.869 -3.656 1.560 0.2 0.1 0.3 0.300
H -0.171 -2.935 1.858 -1.8 -3.5 2.7 0.152
H -1.482 -2.849 3.119 0.2 -0.2 -0.3 0.319
F 0.563 2.910 5.034 -0.3 -2.5 -2.2 -0.222
C 0.424 1.859 4.158 0.1 2.5 2.1 0.572
C 1.191 0.713 4.356 0.9 -2.5 -0.4 -0.186
C 1.015 -0.374 3.480 1.0 1.4 2.0 -0.232
C 0.065 -0.282 2.468 -0.1 -1.6 -1.9 -0.120
C -0.643 0.883 2.232 -0.6 2.7 1.0 -0.221
C -0.495 1.968 3.115 -1.3 -0.7 -1.9 -0.170
H 1.901 0.656 5.178 -0.1 0.1 -0.1 0.284
H 1.614 -1.281 3.602 -0.1 0.4 0.2 0.242
H -1.322 0.976 1.380 0.2 0.2 0.3 0.270
H -1.096 2.861 2.984 0.2 0.1 0.1 0.287
```
Forces are in eV/Å.

Orbital gap (alpha / beta)   0.1618 / 0.0800 Ha
Net charge   +2
E   -2016.9765 hartree
Multiplicity   4
Expectation value of S²   3.778
E_LUMO (alpha / beta)   -8.9 / -11.1 eV